# 1
# C4H6N2O2S2

A single C4H6N2O2S2 molecule at a distorted geometry (the ωB97M-V functional and the def2-TZVPD basis, the Open Molecules 2025 dataset).

Its relative energy (zero: lowest compared OMol25 entry of this formula, charge and spin) is 29.9 kcal per mole. Its SMILES is O=C1C=NC[C@H](O)N1SS. Its total charge is 0. The calculation puts the LUMO energy at -0.0005 Ha.

CARTESIAN COORDINATES (ANGSTROEM)
O -0.145 1.257 2.099
C -0.277 0.711 1.007
C -0.688 1.587 -0.170
N -0.542 1.283 -1.399
C -0.147 0.027 -1.743
C -0.269 -1.088 -0.606
O -1.571 -1.553 -0.458
N 0.088 -0.511 0.743
S 1.090 -1.328 1.725
S 2.767 -0.250 1.698
H -0.923 2.587 0.137
H 0.889 0.063 -2.033
H -0.928 -0.363 -2.550
H 0.372 -2.011 -0.893
H -2.309 -0.957 -0.417
H 2.593 0.545 2.861

***

# 2
# C6H10N2

A single C6H10N2 molecule at a distorted geometry (the ωB97M-V functional and the def2-TZVPD basis, the Open Molecules 2025 dataset).

Its relative energy (zero: lowest compared OMol25 entry of this formula, charge and spin) is 1.0 kcal per mole. Its SMILES is CCCc1cnc[nH]1. Its total charge is 0. The calculation puts the LUMO energy at 0.0327 Ha.

CARTESIAN COORDINATES (ANGSTROEM)
C -2.539 -1.033 0.659
C -1.307 -0.733 -0.197
C -0.083 -0.347 0.676
C 1.017 0.277 -0.087
C 1.653 -0.072 -1.247
N 2.590 0.862 -1.604
C 2.534 1.774 -0.674
N 1.620 1.458 0.281
H -2.638 -2.106 0.862
H -3.472 -0.800 0.139
H -2.509 -0.512 1.613
H -1.520 0.078 -0.900
H -1.030 -1.603 -0.788
H -0.466 0.259 1.502
H 0.213 -1.284 1.160
H 1.449 -0.969 -1.810
H 3.107 2.685 -0.633
H 1.380 2.064 1.047